Here is an isolated ion of composition C5H8N and charge +1 at a distorted geometry from the Open Molecules 2025 dataset. Energies are from ωB97M-V with the def2-TZVPD basis set.

The geometry in XYZ format:
```
14
C5H8N, DFT ωB97M-V with the def2-TZVPD basis set
C 1.052 -0.900 0.666
C 0.086 0.057 0.017
C 0.773 0.640 -1.146
C -1.028 0.701 0.933
C -2.071 0.359 0.014
N -1.207 -0.599 -0.235
H 0.772 -1.181 1.606
H 2.019 -0.445 0.521
H 0.868 -1.877 0.094
H 1.691 1.105 -0.749
H 0.205 1.378 -1.737
H 1.126 -0.216 -1.771
H -1.157 0.515 1.915
H -3.129 0.462 -0.127
```

## Properties
E_tot: -249.657162 a.u.
Relative energy (zero: lowest compared OMol25 entry of this formula, charge and spin): 105.4 kcal per mole
Kohn-Sham gap: 11.132 eV
Spin multiplicity: 1
HOMO energy: -0.6124 hartree
Charge: +1
SMILES: CC1(C)[C@H]2C=[N+]21
LUMO energy: -5.5 eV

=====

Here is an isolated ion of composition C5H8N and charge +1 at a distorted geometry from the Open Molecules 2025 dataset. Energies are from ωB97M-V with the def2-TZVPD basis set.

The geometry in XYZ format:
```
14
C5H8N, DFT ωB97M-V with the def2-TZVPD basis set
C -0.712 0.941 0.182
C 1.624 0.151 -0.506
C -0.208 -1.367 0.219
C 0.711 0.728 0.552
C -1.333 -0.362 0.002
N 1.048 -0.740 0.513
H -1.018 1.227 1.221
H -1.017 1.868 -0.417
H 1.252 0.326 -1.605
H 2.734 0.132 -0.435
H -0.535 -1.969 1.168
H -0.281 -2.204 -0.634
H 1.171 1.273 1.392
H -2.307 -0.547 -0.390
```

## Properties
E_tot: -249.652813 a.u.
Relative energy (zero: lowest compared OMol25 entry of this formula, charge and spin): 108.1 kcal per mole
Kohn-Sham gap: 7.336 eV
Spin multiplicity: 1
HOMO energy: -0.5340 hartree
Charge: +1
LUMO energy: -7.2 eV

=====

Here is an isolated ion of composition C5H8N and charge +1 at a distorted geometry from the Open Molecules 2025 dataset. Energies are from ωB97M-V with the def2-TZVPD basis set.

The geometry in XYZ format:
```
14
C5H8N, DFT ωB97M-V with the def2-TZVPD basis set
C 2.977 0.164 0.039
N 1.861 -0.353 0.021
C 0.563 -0.565 0.066
C -1.061 -0.083 -0.045
C -1.790 -1.202 0.010
C -1.441 1.325 0.027
H 3.515 0.440 -0.965
H 3.691 0.259 0.810
H 0.547 -1.710 0.049
H -1.443 -2.175 -0.103
H -2.888 -1.253 0.057
H -2.455 1.489 -0.171
H -1.062 1.795 -0.770
H -1.015 1.870 0.975
```

## Properties
E_tot: -249.663416 a.u.
Relative energy (zero: lowest compared OMol25 entry of this formula, charge and spin): 101.5 kcal per mole
Kohn-Sham gap: 9.439 eV
Spin multiplicity: 1
HOMO energy: -0.5381 hartree
Charge: +1
SMILES: C=[N+]=CC(=C)C
LUMO energy: -5.2 eV